[1]
{"formula": "C5H8O2", "method": "the ωB97M-V functional and the def2-TZVPD basis", "charge": 0, "gap_ev": 9.00, "e_tot_ha": -345.67525, "elements": ["C", "C", "C", "C", "C", "O", "O", "H", "H", "H", "H", "H", "H", "H", "H"], "coordinates": [[-2.0129, -0.1718, -0.1972], [0.6838, -1.2002, 0.2274], [-0.9908, 0.8074, 0.3337], [0.4454, 0.2936, 0.3973], [1.3639, 1.2988, -0.1532], [2.4050, 0.8257, -0.8452], [-1.2873, 1.9272, 0.6591], [2.8333, 1.5607, -1.3128], [1.1047, 0.6316, 1.3292], [-2.9847, 0.3148, -0.2271], [-2.0636, -1.0537, 0.4401], [-1.7420, -0.5017, -1.2007], [1.7389, -1.4358, 0.3585], [0.1309, -1.7868, 0.9606], [0.3753, -1.5098, -0.7698]], "forces_ev_per_angstrom": [[-0.01, 0.15, -0.05], [-0.09, 0.04, -0.30], [0.06, 0.33, 0.68], [2.46, -0.17, 1.02], [0.07, 1.32, -2.00], [-0.67, -0.79, 0.24], [-0.05, -0.21, 0.01], [-0.08, -0.06, 0.70], [-1.78, -0.41, -0.13], [0.05, 0.02, 0.02], [0.01, -0.05, 0.00], [0.02, -0.05, -0.02], [0.01, 0.05, -0.13], [-0.07, 0.05, -0.01], [0.09, -0.22, -0.03]]}

---

[2]
{"formula": "C4H7O2Sc", "method": "the ωB97M-V functional and the def2-TZVPD basis", "charge": 2, "gap_ev": [4.77, 6.29], "e_tot_ha": -1066.78469, "elements": ["H", "O", "C", "C", "C", "C", "O", "Sc", "H", "H", "H", "H", "H", "H"], "coordinates": [[1.1119, 1.0447, 0.1913], [1.4124, 1.1012, 1.4255], [1.0162, -0.0962, 1.5301], [-0.0615, -0.1893, 0.5138], [0.1381, -0.9465, -0.8059], [-0.9557, -0.5491, -1.7748], [-0.7286, -0.0128, -2.8323], [-1.3376, 3.3253, 1.6229], [1.8250, -0.8405, 1.5022], [-0.7618, 1.0543, 0.7444], [-0.8437, -0.7742, 1.0443], [0.0228, -2.0254, -0.6108], [1.1157, -0.7144, -1.2449], [-1.9532, -0.3769, -1.3059]], "forces_ev_per_angstrom": [[0.54, 1.56, 3.66], [1.56, 1.93, -2.28], [0.44, -0.34, -4.71], [-3.73, -1.16, 3.07], [0.63, -0.17, -0.36], [-0.20, 2.97, -0.43], [-0.03, -1.17, 0.71], [0.03, -0.11, -0.04], [-0.46, -0.73, 2.17], [1.34, -1.87, -1.08], [-0.23, 0.06, -0.44], [0.37, 0.28, 0.13], [-0.18, -0.28, -0.17], [-0.08, -0.95, -0.24]]}

---

[3]
{"formula": "C21H21InN3O7PS5", "method": "the ωB97M-V functional and the def2-TZVPD basis", "charge": -2, "gap_ev": 7.16, "e_tot_ha": -4026.60545, "elements": ["In", "O", "C", "C", "C", "N", "C", "C", "C", "O", "O", "C", "O", "O", "H", "H", "H", "S", "C", "N", "C", "C", "C", "C", "C", "C", "S", "H", "H", "H", "H", "S", "C", "N", "C", "C", "C", "O", "P", "S", "S", "O", "C", "C", "C", "H", "H", "H", "H", "H", "H", "H", "H", "H", "H", "H", "H", "H", "H"], "coordinates": [[-0.9812, 0.3029, -0.4511], [4.2628, -2.7001, -1.4243], [3.2393, -1.9298, -0.9675], [3.1627, -0.5668, -1.2535], [2.0608, 0.1417, -0.8090], [1.1291, -0.4476, -0.0911], [1.1972, -1.7219, 0.2308], [2.2505, -2.5163, -0.1807], [0.0346, -2.1857, 1.1215], [0.1806, -3.2310, 1.7428], [-0.9461, -1.3971, 1.1697], [1.7922, 1.6248, -1.0887], [2.7389, 2.3377, -1.4024], [0.5958, 1.9876, -0.9242], [4.7350, -2.2114, -2.1086], [3.9169, -0.0666, -1.8443], [2.2674, -3.5657, 0.0614], [-3.2785, 0.1875, -1.6754], [-3.1078, -1.4804, -1.8251], [-2.1926, -2.2033, -1.2878], [-2.3128, -3.5269, -1.5740], [-1.4882, -4.5495, -1.1135], [-1.7338, -5.8416, -1.5312], [-2.7883, -6.1407, -2.3879], [-3.6425, -5.1465, -2.8287], [-3.4012, -3.8494, -2.4177], [-4.2926, -2.4034, -2.8015], [-0.6919, -4.3206, -0.4236], [-1.0869, -6.6386, -1.1916], [-2.9466, -7.1629, -2.7057], [-4.4756, -5.3693, -3.4803], [0.8599, -2.5727, -3.7275], [0.1997, -1.3535, -2.9586], [-0.2755, -0.4003, -2.4651], [0.0762, 0.7025, 3.8628], [0.9828, 1.3377, 2.8226], [2.4039, 1.5429, 3.3388], [0.5367, 2.6213, 2.4057], [-0.9949, 3.1145, 2.3516], [-1.7054, 3.6409, 4.0983], [-2.1497, 1.7916, 1.2677], [-0.8308, 4.4769, 1.5559], [-0.1958, 4.6784, 0.2843], [0.7028, 5.8997, 0.4449], [-1.2564, 4.8715, -0.7898], [0.4946, -0.2537, 4.1714], [-0.9040, 0.5200, 3.4217], [-0.0348, 1.3618, 4.7235], [1.0075, 0.6912, 1.9354], [2.3773, 2.1215, 4.2610], [2.9768, 2.0932, 2.5959], [2.8840, 0.5856, 3.5262], [0.4011, 3.8018, 0.0248], [0.1076, 6.7595, 0.7531], [1.2130, 6.1171, -0.4904], [1.4488, 5.7048, 1.2123], [-1.9495, 5.6629, -0.5041], [-1.8087, 3.9425, -0.9334], [-0.7647, 5.1315, -1.7256]], "forces_ev_per_angstrom": [[0.24, -0.04, 0.31], [-0.05, -0.04, -0.02], [-0.30, 0.31, 0.20], [-0.03, 0.05, -0.01], [0.55, 0.17, -0.22], [-0.39, 0.22, -0.03], [0.12, -0.48, 0.33], [0.09, 0.01, -0.06], [0.25, 0.01, -0.01], [0.18, -0.61, 0.11], [-0.35, 0.84, -0.41], [0.40, -0.13, -0.05], [0.43, 0.03, -0.19], [-1.06, -0.39, 0.12], [-0.07, 0.00, 0.08], [0.04, 0.09, -0.03], [0.02, -0.10, 0.08], [0.06, 1.06, 0.41], [-0.58, -0.79, -0.42], [0.31, 0.49, 0.38], [-0.54, -0.70, -0.49], [-0.05, 0.11, 0.01], [0.12, -0.07, 0.04], [-0.09, -0.19, -0.06], [-0.02, -0.04, -0.03], [0.02, 0.18, 0.07], [0.44, -0.02, 0.21], [0.15, 0.04, 0.06], [0.04, -0.05, 0.05], [-0.02, -0.06, -0.02], [-0.05, -0.06, -0.06], [0.70, -1.41, -0.75], [-0.68, 1.59, 0.36], [0.15, -0.13, 0.05], [0.03, 0.06, -0.13], [0.34, -0.75, 0.23], [-0.34, 0.05, -0.24], [-0.49, 0.62, -0.30], [0.03, 0.13, 0.10], [-0.15, -0.28, -0.17], [0.23, 0.27, 0.17], [-0.11, 0.22, 0.02], [0.27, 0.02, -0.37], [-0.19, -0.33, 0.10], [0.16, -0.21, 0.24], [0.05, -0.11, -0.01], [0.00, -0.10, 0.17], [0.01, -0.06, 0.03], [-0.02, 0.17, 0.18], [0.01, 0.05, 0.10], [0.13, 0.02, -0.05], [0.03, -0.12, 0.02], [-0.04, 0.15, 0.09], [-0.04, 0.11, -0.03], [0.03, 0.03, -0.11], [0.07, 0.00, 0.06], [-0.05, 0.08, 0.01], [-0.04, 0.06, 0.00], [-0.01, 0.02, -0.11]]}

---

[4]
{"formula": "ClH4NSi", "method": "the ωB97M-V functional and the def2-TZVPD basis", "charge": 0, "gap_ev": [6.23, 7.84], "multiplicity": 3, "e_tot_ha": -806.63569, "elements": ["N", "Si", "Cl", "H", "H", "H", "H"], "coordinates": [[-1.5364, -0.8781, -0.4708], [-0.2208, -0.5033, -1.3061], [1.2857, 0.7795, 2.1177], [-1.9281, -0.3031, 0.3671], [0.7929, 0.5903, -1.1216], [0.0443, -1.5504, -2.4457], [1.5624, 1.8651, 2.8593]], "forces_ev_per_angstrom": [[-3.14, 2.30, 4.97], [3.88, -0.78, -4.75], [0.36, 1.39, 0.94], [0.17, -2.18, -1.97], [-0.74, -0.43, 0.48], [-0.16, 1.09, 1.27], [-0.37, -1.39, -0.94]]}

---

[5]
{"formula": "C6H6O", "method": "the ωB97M-V functional and the def2-TZVPD basis", "charge": 0, "gap_ev": 9.47, "e_tot_ha": -307.24236, "elements": ["O", "C", "C", "C", "C", "C", "C", "H", "H", "H", "H", "H", "H"], "coordinates": [[-0.3903, -0.0539, 1.8035], [0.3255, -0.7128, 0.8587], [-0.6365, -0.9658, -0.8224], [-1.2873, 0.2872, -0.8220], [-1.7169, 1.3812, -0.5436], [1.5609, -0.0775, 0.4812], [2.5263, 0.5376, 0.0986], [-0.4604, 0.8785, 1.5061], [0.0547, -1.7102, 0.6057], [-1.3403, -1.8275, -0.8587], [0.1410, -1.1201, -1.5751], [-2.1698, 2.3377, -0.4639], [3.3931, 1.0455, -0.2680]], "forces_ev_per_angstrom": [[-0.08, -0.11, -0.36], [-0.95, 0.17, -2.10], [0.12, 0.76, 0.03], [-0.26, 0.78, -0.17], [-0.04, -0.16, -0.26], [0.32, -0.17, -0.54], [-0.37, -0.33, 0.12], [-0.19, -0.28, 0.10], [1.18, -1.41, 2.13], [0.55, 0.49, 0.61], [-0.04, 0.28, 0.22], [-0.05, 0.07, 0.03], [-0.19, -0.08, 0.18]]}

---

[6]
{"formula": "H10KO5", "method": "the ωB97M-V functional and the def2-TZVPD basis", "charge": 1, "gap_ev": 10.88, "e_tot_ha": -981.52511, "elements": ["K", "O", "H", "H", "O", "H", "H", "O", "H", "H", "O", "H", "H", "O", "H", "H"], "coordinates": [[-0.4469, -0.5797, -0.1889], [-0.4335, 0.6909, 1.0782], [0.0289, 1.5270, 1.1352], [-0.8741, 0.6023, 1.9234], [-2.1454, 0.1678, -1.2152], [-1.3835, 0.1484, -1.7943], [-2.3150, 1.0991, -1.0729], [-0.1664, 1.0637, -1.0739], [0.6452, 1.4798, -0.7831], [-0.2885, 1.3764, -1.9703], [0.2666, -1.5884, 1.3856], [1.0463, -1.1177, 1.0910], [0.4962, -1.9114, 2.2569], [1.5049, -0.9734, -0.0881], [1.9515, -0.2735, -0.5644], [2.1137, -1.7113, -0.1192]], "forces_ev_per_angstrom": [[-7.32, -15.68, -6.54], [0.07, 9.19, 9.06], [-0.20, 0.79, 0.64], [-0.07, -0.03, 0.74], [-4.18, 0.36, -2.11], [-1.53, -0.23, -0.81], [-0.48, 0.19, -0.09], [3.67, 8.57, -4.93], [0.54, 0.74, -0.26], [0.36, 1.01, -0.59], [-0.76, -4.71, 7.47], [0.13, 0.15, 1.77], [-0.25, -0.48, 0.49], [8.71, 0.39, -4.32], [0.72, 0.28, -0.44], [0.58, -0.55, -0.07]]}